(1)
H12NO9 | ωB97M-V/def2-TZVPD

Structure (ORCA input):
```
! RIJCOSX wB97M-V def2-TZVPD def2/J DEFGRID3
* xyz -1 1
N 10.465 11.965 -5.381
O 11.670 12.022 -5.090
O 10.101 11.990 -6.570
O 9.600 11.868 -4.482
O 7.776 13.846 -7.529
H 8.420 13.141 -7.668
H 8.197 14.397 -6.861
O 8.188 13.967 -3.099
H 8.600 13.257 -3.618
H 8.459 13.778 -2.195
O 11.120 12.828 -2.079
H 10.641 12.499 -2.858
H 12.039 12.735 -2.350
O 8.015 9.994 -6.896
H 8.566 10.797 -6.862
H 8.638 9.300 -7.128
O 6.355 10.970 -4.022
H 7.094 11.590 -4.061
H 6.417 10.497 -4.860
O 13.475 13.242 -6.947
H 13.410 12.833 -7.814
H 12.961 12.651 -6.363
*
```

Values from the calculation:
LUMO level ... 3.38 eV
Electronic energy ... -739.1146 Eh
Energy relative to the best compared isomer or geometry (same formula, charge and spin) ... 0.0 kcal per mole
Frontier orbital gap ... 10.19 eV
HOMO ... -6.8116 eV

(2)
H26O13 | ωB97M-V/def2-TZVPD

Structure (ORCA input):
```
! RIJCOSX wB97M-V def2-TZVPD def2/J DEFGRID3
* xyz 0 1
H -0.009 0.371 0.367
H 0.648 -0.465 -0.655
H 3.879 -1.647 0.100
H 2.375 -1.347 -0.495
H -1.487 1.002 3.449
H -0.794 0.206 2.248
H 1.504 1.144 -0.909
H 0.647 1.728 -1.864
H 2.527 0.369 0.692
H 3.385 1.301 1.320
H 0.260 -2.220 2.810
H 0.952 -3.439 3.101
H -2.020 4.806 1.648
H -0.707 4.426 0.731
H -0.807 -1.114 -4.885
H -1.064 0.049 -4.151
H -4.455 2.443 2.636
H -3.874 1.182 1.841
H 1.397 3.100 0.443
H 1.746 4.574 0.386
H 0.924 -3.226 -3.182
H -0.181 -2.484 -3.782
H -2.711 -2.572 -0.491
H -1.470 -2.168 -1.448
H -0.150 -2.741 -0.730
H 0.400 -3.020 0.649
O -0.209 -0.360 -0.194
O 2.985 -2.007 -0.019
O -1.505 0.210 2.931
O 1.556 1.391 -1.895
O 2.537 1.285 0.999
O 1.107 -2.554 3.153
O -1.666 4.408 0.760
O -1.023 -0.841 -3.981
O -4.618 1.717 1.943
O 1.473 3.905 0.949
O 0.381 -2.416 -3.089
O -2.321 -2.654 -1.366
O 0.388 -2.341 -0.021
*
```

Values from the calculation:
LUMO level ... -0.07 eV
Electronic energy ... -993.5510 Eh
Energy relative to the best compared isomer or geometry (same formula, charge and spin) ... 139.4 kcal per mole
Frontier orbital gap ... 10.16 eV
HOMO ... -10.2336 eV

(3)
C3H7CdINO | ωB97M-V/def2-TZVPD

Structure (ORCA input):
```
! RIJCOSX wB97M-V def2-TZVPD def2/J DEFGRID3
* xyz 1 1
Cd 6.496 2.743 -24.231
I 5.682 -0.015 -23.729
C 10.716 1.905 -24.520
C 9.387 1.245 -24.473
O 8.382 1.849 -24.707
N 9.306 -0.068 -24.245
C 10.398 -1.034 -24.002
H 10.610 2.463 -25.450
H 11.569 1.232 -24.607
H 10.920 2.511 -23.638
H 8.331 -0.323 -24.315
H 10.533 -1.509 -24.973
H 10.094 -1.889 -23.398
H 11.412 -0.750 -23.719
*
```

Values from the calculation:
LUMO level ... -7.03 eV
Electronic energy ... -713.6722 Eh
Energy relative to the best compared isomer or geometry (same formula, charge and spin) ... 25.9 kcal per mole
Frontier orbital gap ... 6.16 eV
HOMO ... -13.1892 eV

(4)
C36H49ClF6N3O4 | ωB97M-V/def2-TZVPD

Structure (ORCA input):
```
! RIJCOSX wB97M-V def2-TZVPD def2/J DEFGRID3
* xyz 1 1
C -5.935 -6.602 3.534
C -6.538 -5.295 3.793
C -5.902 -3.915 3.243
O -4.793 -3.584 3.716
O -6.664 -3.168 2.311
C -5.870 -2.106 1.700
C -5.922 -0.719 2.509
C -5.192 0.503 1.711
C -3.904 0.893 2.589
C -2.920 1.962 1.909
C -2.246 1.448 0.526
N -0.791 1.213 0.810
C -0.529 -0.093 1.483
C -0.148 -1.301 0.504
C -1.118 -2.532 0.845
O -0.993 -3.664 -0.047
O -0.519 -4.688 0.759
C -0.065 -0.915 -1.046
C -1.457 -0.952 -1.841
C -1.079 -1.165 -3.404
C -1.354 -0.131 -4.515
C -0.987 -0.456 -6.009
C -0.304 -1.790 -6.435
C 0.093 -2.182 -7.926
C -0.020 -2.829 -5.320
C -0.421 -2.518 -3.865
N 0.543 0.431 -1.282
C 2.034 0.395 -1.410
C 2.841 0.169 -0.037
C 3.844 -1.068 -0.257
C 4.269 -1.836 1.076
F 4.074 -1.080 2.271
F 5.697 -2.036 0.987
C 3.648 -3.318 1.225
F 4.563 -4.066 2.038
F 3.553 -4.025 0.011
F 2.432 -3.299 1.941
C 0.066 1.447 -0.352
N 0.407 2.726 -0.611
C -0.020 3.899 0.201
C 0.624 3.976 1.671
C 1.027 5.495 2.084
Cl 2.704 5.461 2.825
H -6.150 -7.233 2.607
H -5.247 -7.031 4.351
H -7.522 -5.306 4.380
H -4.812 -2.469 1.464
H -6.363 -1.894 0.675
H -5.458 -0.886 3.544
H -7.025 -0.457 2.655
H -5.891 1.418 1.698
H -4.885 0.149 0.670
H -4.306 1.392 3.553
H -3.402 -0.076 2.925
H -3.474 2.953 1.805
H -2.058 2.134 2.660
H -2.443 2.246 -0.277
H -2.690 0.427 0.212
H -1.422 -0.440 2.126
H 0.335 0.072 2.215
H 0.915 -1.640 0.811
H -1.048 -2.824 1.961
H -2.201 -2.137 0.716
H -0.403 -5.448 0.147
H 0.649 -1.682 -1.531
H -2.144 -1.822 -1.576
H -2.046 0.021 -1.772
H -1.855 0.866 -4.302
H -1.208 0.279 -6.866
H 0.531 -1.331 -8.545
H -0.840 -2.550 -8.500
H 0.840 -3.063 -7.981
H 0.482 -3.849 -5.505
H -0.214 -3.278 -3.022
H 2.268 -0.389 -2.225
H 2.385 1.399 -1.866
H 2.197 0.109 0.900
H 3.510 1.103 0.099
H 4.815 -0.624 -0.700
H 3.449 -1.780 -1.069
H 0.991 2.932 -1.445
H 0.254 4.870 -0.363
H -1.166 3.956 0.336
H -0.212 3.675 2.409
H 1.517 3.289 1.842
H 0.973 6.221 1.188
H 0.322 5.941 2.873
F 4.845 4.562 -1.464
C 5.891 4.534 -0.618
C 7.179 4.614 -1.124
C 8.260 4.590 -0.248
C 8.040 4.476 1.123
C 6.743 4.392 1.619
C 5.661 4.427 0.745
H 7.330 4.693 -2.194
H 9.271 4.659 -0.633
H 8.884 4.453 1.804
H 6.574 4.299 2.687
H 4.644 4.371 1.114
*
```

Values from the calculation:
LUMO level ... -3.28 eV
Electronic energy ... -2924.9882 Eh
Frontier orbital gap ... 6.09 eV
HOMO ... -9.3669 eV

(5)
C9H14 | ωB97M-V/def2-TZVPD

Structure (ORCA input):
```
! RIJCOSX wB97M-V def2-TZVPD def2/J DEFGRID3
* xyz 0 1
C -1.958 -1.399 -0.026
C -1.659 -1.610 -1.523
H -3.039 -1.433 0.135
H -1.592 -2.249 0.547
H -1.537 -0.458 0.316
H -0.971 -0.879 -1.933
H -2.534 -1.653 -2.167
H -1.119 -2.551 -1.650
C -0.295 2.655 0.233
C 0.467 1.343 0.290
C 1.066 0.758 -0.813
C 0.807 0.868 1.563
C 1.903 -0.349 -0.626
C 1.538 -0.298 1.732
C 2.143 -0.879 0.625
H -0.801 2.827 1.175
H -1.057 2.673 -0.546
H 0.832 0.925 -1.856
H 0.435 1.422 2.416
H 2.402 -0.795 -1.473
H 1.725 -0.650 2.735
H 2.808 -1.723 0.729
H 0.436 3.458 0.117
*
```

Values from the calculation:
SMILES ... Cc1ccccc1.CC
LUMO level ... 1.04 eV
Electronic energy ... -351.3149 Eh
Energy relative to the best compared isomer or geometry (same formula, charge and spin) ... 9.6 kcal per mole
Frontier orbital gap ... 10.14 eV
HOMO ... -9.1064 eV